1.
Formula: C5H10FOP
Source: the OMol25 dataset
Level of theory: ωB97M-V with the def2-TZVPD basis set

The geometry in ORCA input format:
```
! wB97M-V def2-TZVPD RIJCOSX def2/J DEFGRID3
* xyz 0 1
C -0.52 0.64 0.75
C -0.37 0.85 -0.81
C 1.85 0.17 1.53
C 0.81 1.12 1.51
C -1.14 -1.91 -1.23
O 0.40 -0.49 -3.06
F 1.20 2.33 1.01
P 0.23 -0.75 -1.61
H -1.45 1.22 1.02
H -0.78 -0.49 0.90
H -1.30 1.12 -1.24
H 0.26 1.66 -1.07
H 2.84 0.29 0.99
H 1.90 -0.76 2.10
H 0.46 1.29 2.57
H -1.08 -2.61 -0.36
H -2.00 -1.26 -0.92
H -1.31 -2.45 -2.07
*
```

Its total energy is -712.85440 Eh. For the HOMO-LUMO gap (spin up / spin down), the calculation gives 0.3025 / 0.2738 Ha. The value obtained for the highest occupied orbital energy (spin up / spin down) is -8.386 / -8.522 eV. The value obtained for the strongest force on any atom is 0.0948 hartree/bohr. The value obtained for the relative energy (zero: lowest compared OMol25 entry of this formula, charge and spin) is 80.3 kcal per mole.


2.
Formula: C5H10GdO3
Source: the OMol25 dataset
Level of theory: ωB97M-V with the def2-TZVPD basis set

The geometry in ORCA input format:
```
! wB97M-V def2-TZVPD RIJCOSX def2/J DEFGRID3
* xyz 1 8
C 2.62 0.34 0.36
O 1.73 1.39 0.15
C 2.01 -1.01 -0.07
O 0.70 -1.04 0.47
C -0.41 -1.97 0.14
C -1.69 -1.45 0.66
O -1.82 -0.05 0.13
C -3.14 0.35 -0.17
Gd -0.07 0.99 0.43
H 2.91 0.26 1.43
H 3.56 0.47 -0.21
H 2.60 -1.87 0.30
H 1.93 -1.04 -1.17
H -0.17 -2.93 0.62
H -0.38 -2.05 -0.95
H -1.64 -1.33 1.76
H -3.10 1.09 -0.98
H -3.72 -0.52 -0.50
H -3.62 0.79 0.72
*
```

Its total energy is -1187.48695 Eh. For the HOMO-LUMO gap (spin up / spin down), the calculation gives 0.1772 / 0.3326 Ha. The value obtained for the highest occupied orbital energy (spin up / spin down) is -10.865 / -13.215 eV. The value obtained for the strongest force on any atom is 0.1039 hartree/bohr. The value obtained for the relative energy (zero: lowest compared OMol25 entry of this formula, charge and spin) is 77.2 kcal per mole. The expectation value of S² is 16.41.


3.
Formula: C5H10IN2
Source: the OMol25 dataset
Level of theory: ωB97M-V with the def2-TZVPD basis set

The geometry in ORCA input format:
```
! wB97M-V def2-TZVPD RIJCOSX def2/J DEFGRID3
* xyz 1 1
C -1.85 -0.49 -0.16
C -2.38 0.44 0.76
C 0.54 -0.07 -0.16
C 1.19 0.27 -1.50
C 1.41 -1.13 0.58
N -0.64 -0.79 -0.45
N 0.34 1.10 0.64
I -4.25 1.25 0.59
H -2.57 -1.06 -0.73
H -1.88 0.65 1.70
H 0.61 1.04 -2.01
H 1.23 -0.61 -2.14
H 2.21 0.63 -1.34
H 1.00 -1.34 1.57
H 2.42 -0.74 0.68
H 1.43 -2.05 0.00
H 0.81 1.93 0.32
H 0.37 0.98 1.64
*
```

Its total energy is -603.36740 Eh. For the HOMO-LUMO gap (spin up / spin down), the calculation gives 0.2502 / 0.2502 Ha. The value obtained for the highest occupied orbital energy (spin up / spin down) is -13.829 / -13.831 eV. The value obtained for the strongest force on any atom is 0.0232 hartree/bohr. The value obtained for the relative energy (zero: lowest compared OMol25 entry of this formula, charge and spin) is 65.7 kcal per mole.